{
  "formula": "C46H43N7OTi",
  "method": "ωB97M-V/def2-TZVPD",
  "species": ["C", "H", "H", "H", "H", "H", "C", "C", "C", "C", "C", "H", "C", "C", "H", "C", "H", "C", "C", "C", "C", "C", "C", "C", "H", "N", "C", "C", "H", "O", "H", "H", "N", "H", "C", "H", "C", "C", "C", "H", "H", "H", "H", "H", "H", "C", "C", "C", "H", "N", "C", "C", "H", "C", "H", "H", "H", "C", "C", "H", "H", "N", "H", "C", "C", "H", "N", "H", "H", "C", "C", "C", "C", "C", "N", "C", "C", "C", "H", "H", "C", "H", "C", "C", "C", "H", "C", "H", "H", "C", "H", "H", "Ti", "H", "N", "H", "H", "H"],
  "coordinates": [[-4.65630, -0.03619, 2.05184], [3.15847, 0.06085, 1.41841], [0.25537, 7.03294, -1.94168], [-2.87876, 5.33725, -4.33239], [3.67554, -3.71071, -4.10666], [2.22316, 3.99307, -0.03260], [1.74622, -5.36477, 1.26801], [4.08059, -2.54019, 2.42165], [2.00568, 2.93934, 0.08575], [2.92741, -3.23060, 2.04772], [0.38636, -4.23687, -2.15570], [-1.51630, 2.19996, 3.12311], [-0.81227, 8.38537, -3.19994], [-0.60752, 0.46595, -0.94098], [-3.61861, -1.29022, -2.48804], [-1.95397, -1.40270, -1.13895], [-3.77850, 1.85458, 2.55492], [2.75263, -3.85395, -3.56072], [-4.43735, -1.39019, 1.85275], [0.58464, 1.04895, -0.36521], [0.62182, -4.94631, -3.32111], [-2.31399, 0.29759, 2.53366], [-1.09021, 2.57861, -1.98729], [4.06255, -1.23179, 3.17445], [-3.76292, -3.86180, 1.25576], [-1.67880, 3.59171, -2.69892], [-1.01391, -2.05863, 4.79289], [-0.02643, 3.17898, -1.34459], [-0.11422, -5.65438, -3.67821], [-2.02969, 9.77753, -4.60371], [-0.33153, -1.65825, 5.54572], [4.69541, -0.49051, 2.68403], [1.41616, 0.23703, 0.34838], [-0.65993, 0.83232, 3.82166], [-3.16437, -1.93413, 1.98378], [-0.25113, 9.26216, -2.90746], [1.33393, -3.31973, -1.69049], [-2.29036, 6.18281, -3.99437], [-2.53499, 0.55225, -2.37783], [4.47310, -1.37346, 4.17567], [-5.26500, -2.03930, 1.59502], [-2.89763, 11.01878, -5.92799], [-0.52126, -4.39669, -1.58506], [1.98884, -5.31726, -4.93180], [1.76657, -5.81426, 0.27688], [-2.12805, -1.06724, 2.32674], [5.30927, -3.12560, 2.13069], [-0.95337, 4.73554, -2.46439], [-3.18345, 1.07607, -3.06816], [0.05148, 4.50341, -1.64128], [0.85493, 2.41384, -0.52264], [1.45639, -3.68342, 4.46536], [3.73482, 2.47097, 1.26678], [-1.27531, 6.02564, -3.05642], [-2.47956, 3.52658, -3.30258], [-5.65437, 0.36852, 1.95245], [1.73461, -6.17967, 1.99537], [-2.98381, 9.97599, -5.64169], [4.21761, -5.05038, 1.21310], [6.21703, -2.60276, 2.40601], [-1.28025, -3.06714, 5.11800], [-0.79430, -1.61574, 2.38302], [-3.37362, 7.51488, -5.26412], [-2.57799, 7.42209, -4.54036], [2.50861, 0.75334, 0.89950], [3.25193, -2.42700, -2.02642], [-0.90914, -0.81011, -0.58980], [-1.91511, -1.45321, 4.75424], [-2.01606, -3.60605, 1.20518], [2.83349, 2.10477, 0.79705], [-2.92513, -3.40698, 1.78084], [1.01204, -2.79743, 3.35650], [-1.16532, 1.19019, 2.92169], [5.38089, -4.36062, 1.51336], [1.10028, -2.59149, -0.53926], [2.52278, -3.13381, -2.40167], [-3.60269, 0.79897, 2.39008], [-1.43303, 1.21120, -1.80259], [1.70099, -3.08355, 5.34636], [-2.81969, -3.93186, 2.73383], [-0.33128, -2.10572, 3.47326], [3.06435, -0.80997, 3.29075], [-2.78423, -0.75579, -2.05762], [2.96730, -4.50957, 1.48466], [-0.53755, 7.15068, -2.66703], [-3.99618, 9.77915, -5.28375], [1.80428, -4.75771, -4.02500], [4.27280, -6.03879, 0.77361], [-2.76149, 9.34259, -6.50228], [-1.83461, 8.53414, -4.14462], [2.33244, -4.25952, 4.18139], [0.81167, -4.81541, 1.36051], [0.56117, -1.60575, 0.72304], [-0.41537, 1.25621, 2.12820], [1.64029, -2.59397, 2.26026], [0.65122, -4.36047, 4.75452], [-2.15370, -2.42238, -0.83658], [6.34347, -4.80082, 1.29156]],
  "atomic_forces_ev_per_a": [[0.0033, -0.0054, 0.0008], [-0.1019, 0.1020, -0.0925], [-0.0036, 0.0085, 0.0050], [-0.0065, 0.0043, 0.0007], [-0.0020, 0.0008, -0.0014], [-0.0015, -0.0002, 0.0002], [0.0060, 0.0917, -0.0787], [0.0037, 0.0553, -0.0848], [0.0076, 0.0065, 0.0207], [0.0106, 0.0081, 0.0115], [-0.0026, -0.0044, 0.0677], [0.0010, 0.0034, -0.0076], [0.0012, 0.0090, 0.0036], [-0.0934, 0.1175, 0.0529], [-0.0005, -0.0005, 0.0035], [-0.0270, -0.0307, 0.0593], [-0.0048, -0.0022, 0.0066], [-0.0018, -0.0099, -0.0098], [-0.0103, 0.0179, -0.0178], [-0.1979, 0.1313, 0.0279], [0.0161, -0.0021, -0.0172], [0.0178, 0.0267, 0.0125], [-0.0325, 0.0166, 0.0479], [0.0250, -0.0757, 0.0943], [-0.0015, -0.0076, 0.0088], [0.0343, -0.0263, -0.0403], [-0.0100, -0.0203, 0.0108], [-0.0127, -0.0136, 0.0016], [0.0031, -0.0004, 0.0015], [0.0515, 0.0112, -0.0582], [-0.0088, -0.0028, 0.0075], [0.0370, -0.0114, 0.0390], [-0.0783, 0.6602, -0.0414], [0.0005, 0.0111, 0.0051], [-0.0042, -0.0007, -0.0015], [0.0020, -0.0016, -0.0034], [0.0395, -0.1327, -0.0671], [0.0190, -0.0094, 0.0078], [0.0126, 0.0157, 0.0133], [-0.0099, -0.0032, 0.0056], [0.0044, -0.0043, 0.0023], [-0.0091, 0.0034, 0.0077], [0.0002, 0.0045, -0.0055], [0.0002, -0.0001, 0.0007], [-0.0123, -0.0120, -0.0461], [0.0268, 0.0609, -0.0271], [0.0009, 0.0113, -0.0138], [0.0095, 0.0003, -0.0015], [-0.0089, -0.0043, 0.0065], [0.0025, 0.0075, -0.0142], [0.2035, -0.0581, -0.1304], [0.0778, 0.0374, 0.0204], [0.0084, -0.0007, -0.0080], [-0.0165, 0.0098, -0.0024], [-0.0135, 0.0146, 0.0126], [0.0013, 0.0011, -0.0071], [-0.0190, 0.0117, -0.0063], [-0.0257, 0.0096, 0.0181], [0.0137, 0.0186, -0.0036], [0.0027, -0.0056, 0.0041], [0.0038, -0.0023, -0.0076], [-0.4507, -0.4146, 0.5321], [0.0094, -0.0118, 0.0018], [-0.0067, 0.0098, -0.0155], [0.0764, -0.0969, -0.0996], [0.0122, -0.0044, -0.0167], [-0.2493, 0.4443, -0.1817], [0.0031, 0.0031, -0.0028], [-0.0053, -0.0077, -0.0088], [-0.0056, 0.0151, -0.0171], [-0.0042, 0.0175, 0.0086], [-0.1207, -0.0435, 0.0523], [-0.0116, -0.0152, -0.0093], [0.0005, -0.0083, 0.0001], [-0.4747, 0.3522, 0.8637], [-0.0123, 0.0211, 0.0536], [0.0076, 0.0005, 0.0042], [-0.0016, -0.0106, 0.0055], [-0.0071, -0.0023, 0.0035], [0.0167, 0.0053, 0.0025], [-0.0844, 0.0031, -0.0170], [0.0264, -0.0224, 0.0396], [-0.0101, -0.0003, 0.0042], [0.0110, -0.0103, 0.0600], [0.0027, -0.0159, -0.0029], [0.0017, -0.0109, -0.0038], [0.0030, 0.0107, 0.0119], [0.0042, 0.0035, -0.0025], [0.0066, 0.0100, -0.0038], [-0.0325, -0.0186, 0.0451], [0.0027, 0.0155, 0.0139], [-0.0413, 0.0372, -0.0219], [1.2198, -1.0938, -1.8503], [0.0087, -0.0031, 0.0104], [0.1599, -0.1950, 0.7679], [0.0000, 0.0017, -0.0061], [0.0149, -0.0093, -0.0115], [0.0003, 0.0048, -0.0032]],
  "mol_weight_g_mol": 757.8,
  "gap_ev": 5.2,
  "de_lowest_kj_mol": 36.8,
  "e_homo_ev": -11.81,
  "spin_multiplicity": 1,
  "charge": 2
}